[1]
Here is C6H6N2 in the gas phase at a distorted geometry from the OMol25 dataset. Energies are from wB97M-V/def2-TZVPD.

```
14
Properties=species:S:1:pos:R:3:nbo_charge:R:1
C -1.30313 -1.14192 0.32455 0.13
C 0.21389 0.78675 -0.76790 0.13
C 0.16062 -1.37055 0.81081 -0.07
C 0.65201 -0.09345 0.31681 -0.18
C -1.72707 0.02189 -1.71162 0.30
C 1.79682 0.37527 1.21346 -0.65
N -1.84697 -0.84408 -0.77127 -0.43
N -0.76724 0.90177 -1.59347 -0.49
H -1.95437 -1.37134 1.23792 0.19
H 0.89482 1.60801 -0.80884 0.18
H -2.31444 -0.11515 -2.70353 0.21
H 2.61977 0.47590 0.61465 0.21
H 1.80430 -0.49336 1.86878 0.25
H 1.77100 1.26025 1.96964 0.22
```

Results
Total energy: -9293.210 eV
Relative energy (zero: lowest compared OMol25 entry of this formula, charge and spin): 534.0 kJ/mol
HOMO energy (spin up / spin down): -8.7 / -8.7 eV
LUMO energy (spin up / spin down): -0.88 / -0.88 eV


[2]
Here is a molecular structure, C2H4N2O2 at a distorted geometry from the OMol25 dataset. Energies are from wB97M-V/def2-TZVPD.

```
10
Properties=species:S:1:pos:R:3:nbo_charge:R:1
C 0.57868 -0.52077 -0.48124 0.31
C -2.06670 -0.34193 1.46215 -0.12
H 2.33015 1.96541 -1.01267 0.46
H 1.11292 -1.14239 -1.36983 0.20
H -2.70773 0.28115 2.06200 0.21
H -2.20545 -1.46008 1.49909 0.17
N 0.77242 0.76496 -0.52642 -0.21
N -0.96495 0.03881 0.88177 -0.09
O 1.76483 0.94938 -1.48794 -0.57
O -0.29658 -0.96116 0.29400 -0.36
```

Results
Total energy: -9207.544 eV
Relative energy (zero: lowest compared OMol25 entry of this formula, charge and spin): 740.9 kJ/mol
HOMO energy: -8.7 eV
LUMO energy: 0.75 eV


[3]
Here is C3H8N2O in the gas phase at a distorted geometry from the OMol25 dataset. Energies are from wB97M-V/def2-TZVPD.

```
14
Properties=species:S:1:pos:R:3:nbo_charge:R:1
C -0.86870 1.54874 -0.07392 0.09
C 0.62816 -1.91820 -0.29607 -0.67
N -0.71867 0.13876 -0.26168 -0.64
C 0.17137 -0.65889 0.40373 0.44
O 0.20411 2.18621 -0.72286 -0.72
N 0.67405 -0.40980 1.56327 -0.72
H 0.99848 1.74269 -0.37788 0.47
H -0.89598 -0.12493 -1.22608 0.39
H 0.27148 0.43657 1.96369 0.32
H -0.89134 1.84120 0.97985 0.16
H -1.80148 1.88988 -0.53238 0.19
H 1.06898 -2.61840 0.41893 0.25
H 1.37861 -1.65365 -1.04666 0.23
H -0.21902 -2.40014 -0.79200 0.21
```

Results
Total energy: -8268.149 eV
Relative energy (zero: lowest compared OMol25 entry of this formula, charge and spin): 113.5 kJ/mol
HOMO energy: -9.3 eV
SMILES: [H]/N=C(/C)NCO
LUMO energy: 0.86 eV


[4]
Here is 12 unconnected molecules or ions with the total composition C43H78O26 at a distorted geometry from the OMol25 dataset. Energies are from wB97M-V/def2-TZVPD.

```
147
Properties=species:S:1:pos:R:3:mulliken_charge:R:1
C -22.01173 -16.98301 -6.11373 0.10
O -23.26200 -16.69284 -6.87196 -0.40
C -24.04066 -17.68999 -7.36144 0.73
O -23.81957 -18.86151 -7.19289 -0.54
O -24.98361 -17.21195 -8.15444 -0.37
C -26.06825 -18.04430 -8.61589 -0.67
H -22.27665 -17.24858 -5.09031 -0.14
H -21.40600 -16.07682 -6.11341 0.21
H -21.44465 -17.83909 -6.47931 0.27
H -25.85534 -18.73434 -9.43235 0.30
H -26.69965 -17.30378 -9.10687 0.26
H -26.60996 -18.55700 -7.82104 0.31
C -11.10905 -14.56012 -4.87758 -0.79
O -12.34632 -15.16355 -5.21955 -0.11
C -12.44167 -16.29880 -5.84720 0.45
O -11.45319 -16.93306 -6.30014 -0.65
O -13.72392 -16.52524 -5.99952 0.16
C -14.16085 -17.64109 -6.66157 -0.64
H -11.28527 -13.62299 -4.34954 0.24
H -10.70926 -14.43096 -5.88335 0.34
H -10.41384 -15.10143 -4.23589 0.30
H -13.67522 -17.53687 -7.63183 0.39
H -15.23199 -17.49540 -6.80126 -0.01
H -13.79660 -18.59328 -6.27586 0.33
C -17.77520 -16.49384 -5.35802 0.40
O -17.15032 -17.68677 -4.79768 -0.30
C -17.82613 -18.40211 -3.81190 0.45
O -18.85555 -18.05900 -3.19835 -0.20
O -17.02071 -19.45704 -3.47145 -0.50
C -17.26962 -20.21435 -2.29174 0.40
H -17.21863 -15.57085 -5.19553 0.13
H -18.81201 -16.35922 -5.04982 -0.21
H -17.87274 -16.47428 -6.44348 -0.17
H -18.35133 -20.31856 -2.20722 -0.33
H -16.84400 -19.66257 -1.45359 -0.01
H -16.79407 -21.19265 -2.36175 0.25
C -21.49720 -16.06848 -2.41772 -0.49
O -22.94022 -16.10420 -2.75413 -0.34
C -23.75180 -16.77328 -1.87348 0.83
O -23.45375 -17.25933 -0.71700 -0.64
O -24.96648 -16.92959 -2.36858 -0.34
C -25.96669 -17.62147 -1.63871 -0.64
H -21.12107 -15.47968 -1.58109 0.57
H -20.91702 -15.69524 -3.26163 0.21
H -21.11855 -17.08955 -2.37161 0.07
H -25.68906 -18.67133 -1.54486 0.28
H -26.94052 -17.42917 -2.08902 0.26
H -26.19254 -17.30492 -0.62043 0.30
C -13.65136 -13.34528 -7.97117 -0.72
O -14.95481 -13.84478 -7.81207 -0.10
C -15.62415 -14.56970 -8.74484 0.47
O -15.14647 -14.72767 -9.89218 -0.64
O -16.69374 -15.07148 -8.17534 0.25
C -17.54464 -15.81549 -8.97835 -1.03
H -13.52842 -12.72016 -8.85560 0.36
H -12.98609 -14.20328 -8.06791 0.24
H -13.42340 -12.83598 -7.03483 0.19
H -17.67455 -15.46232 -10.00133 0.37
H -18.53598 -15.80892 -8.52526 0.30
H -17.25171 -16.86376 -8.91986 0.36
C -17.13133 -15.86584 1.53063 -0.75
C -17.80993 -14.89036 0.64002 -0.49
C -18.54345 -15.77788 -0.38139 0.37
O -17.83035 -17.08627 -0.31343 -0.32
C -16.78929 -17.05688 0.61774 -0.23
H -17.85685 -16.36482 2.17307 0.19
H -16.45495 -15.44530 2.27479 0.46
H -17.07496 -14.25538 0.14532 0.01
H -18.40852 -14.09664 1.08699 0.49
H -18.66412 -15.41084 -1.40062 -0.12
H -19.50649 -15.98191 0.08661 0.12
H -15.82476 -16.89315 0.13714 0.26
H -16.66645 -18.02331 1.10664 0.08
C -21.09718 -21.06814 2.27965 0.13
C -20.90363 -19.72674 1.41578 -0.18
C -19.39386 -19.55771 1.54838 0.43
O -18.93718 -20.61008 2.32014 -0.30
C -19.95113 -21.09813 3.21753 -0.51
H -21.23127 -21.91541 1.60716 -0.63
H -22.02050 -21.01946 2.85689 0.50
H -21.46612 -18.89813 1.84602 0.38
H -21.19110 -19.90027 0.37879 -0.20
H -19.10766 -18.58144 1.93965 -0.15
H -18.99908 -19.38216 0.54766 -0.18
H -20.06699 -20.65574 4.20695 0.27
H -19.76182 -22.16567 3.32992 0.39
C -20.06562 -23.75307 -0.77957 -0.17
C -21.16379 -24.55572 -0.01036 -0.52
C -22.29412 -24.67851 -1.03925 -0.61
O -22.12384 -23.52047 -1.84185 -0.46
C -20.92479 -22.76047 -1.52882 0.96
H -19.48064 -24.22650 -1.56808 0.50
H -19.49876 -23.21770 -0.01789 -0.22
H -21.50511 -23.97252 0.84491 0.04
H -21.00818 -25.59133 0.29195 0.44
H -23.21943 -24.53671 -0.48086 0.30
H -22.17273 -25.57898 -1.64134 0.33
H -21.15635 -21.91402 -0.88228 -0.52
H -20.34652 -22.51480 -2.41952 -0.01
O -16.47807 -11.31852 -1.89881 -0.66
C -15.98977 -12.32324 -2.36764 0.39
O -14.72390 -12.44794 -2.66912 -0.39
C -14.39807 -13.82069 -3.05019 -0.15
C -15.60580 -14.60248 -2.84034 0.69
C -16.72225 -13.61929 -2.88419 0.96
H -13.59217 -14.28606 -2.48269 0.26
H -14.08030 -13.94788 -4.08505 -0.16
H -15.51744 -15.03765 -1.84489 -0.39
H -15.56564 -15.51138 -3.44066 0.26
H -17.47903 -13.92156 -2.16030 -0.23
H -17.32260 -13.31278 -3.74077 -0.71
O -15.86102 -10.81709 -6.06430 -0.62
C -17.04709 -10.94384 -6.35268 0.59
O -17.64363 -9.89540 -6.74879 -0.37
C -19.02562 -10.24411 -7.02192 -0.51
C -18.97354 -11.72608 -7.48466 -0.47
C -18.02028 -12.13479 -6.42038 0.46
H -19.40328 -9.54895 -7.77174 0.38
H -19.62116 -10.04387 -6.13123 0.24
H -18.56309 -11.98037 -8.46188 0.26
H -19.91431 -12.26791 -7.38734 0.35
H -17.42779 -13.00857 -6.69162 -0.32
H -18.44606 -12.34275 -5.43877 0.04
O -15.55123 -20.62328 0.12181 -0.62
C -15.67094 -21.23938 1.22806 0.52
O -14.99820 -20.79171 2.35279 -0.35
C -15.13494 -21.70631 3.44554 -0.50
C -16.32386 -22.64355 3.03022 -0.43
C -16.53411 -22.47983 1.57630 0.56
H -15.38718 -21.18576 4.36939 0.36
H -14.22341 -22.27780 3.62053 0.26
H -17.23544 -22.33120 3.53968 -0.06
H -16.21505 -23.62932 3.48248 0.45
H -17.58452 -22.29196 1.35396 -0.72
H -16.02921 -23.31506 1.09095 0.54
O -24.48384 -21.69317 -4.48027 -0.68
C -23.44830 -21.10485 -4.45448 0.51
O -22.56450 -21.22960 -5.38864 -0.39
C -21.30492 -20.60525 -5.08070 -0.40
C -21.49586 -19.77032 -3.81781 2.44
C -22.91558 -20.13747 -3.39501 -0.17
H -20.97404 -19.84706 -5.79046 0.21
H -20.55250 -21.38159 -4.94194 0.31
H -21.40099 -18.68990 -3.92642 -1.15
H -20.71436 -20.01091 -3.09706 -0.96
H -23.59550 -19.28583 -3.37230 -0.05
H -22.94861 -20.59847 -2.40785 0.25
```

Results
Total energy: -99084.457 eV
HOMO energy: -9.7 eV
SMILES: COC(=O)OC.COC(=O)OC.COC(=O)OC.COC(=O)OC.COC(=O)OC.O=C1CCCO1.O=C1CCCO1.O=C1CCCO1.O=C1CCCO1.C1CCOC1.C1CCOC1.C1CCOC1
LUMO energy: 0.08 eV


[5]
Here is a molecular structure, C29H44ClF6N4O5P2PdS at a distorted geometry from the OMol25 dataset. Energies are from wB97M-V/def2-TZVPD.

```
93
Properties=species:S:1:pos:R:3:mulliken_spin:R:1
Pd -1.22966 0.59093 -0.45925 0.08
H -0.59785 -1.39692 -0.16457 0.02
C 7.08571 -2.87239 -1.22801 0.00
C 5.61213 -3.30667 -1.18392 -0.01
C 5.33398 -4.17344 -2.44060 0.00
C 5.38775 -4.19528 0.04278 0.00
C 4.61532 -2.02460 -1.12757 -0.01
O 4.68108 -1.44903 0.19691 0.00
C 4.95764 -1.06523 -2.30263 0.01
C 4.23715 0.29041 -2.30398 0.03
C 4.59972 1.19928 -1.16290 -0.10
C 5.86660 1.80388 -1.10038 0.00
C 6.17561 2.71005 -0.08630 0.00
C 5.19684 3.09261 0.83386 0.00
Cl 5.47515 4.23550 2.09400 0.00
C 3.96934 2.43707 0.84459 0.01
C 3.68387 1.43922 -0.13875 -0.11
C 3.19898 -2.63906 -1.23880 -0.05
N 2.12602 -1.88438 -0.70695 0.27
C 1.30055 -0.97503 -1.26295 0.60
N 0.26042 -0.84687 -0.29877 0.10
C 0.88115 -1.29220 0.92847 0.00
N 1.97508 -1.92843 0.68304 -0.01
H 7.72754 -3.77470 -1.16852 0.00
H 7.37990 -2.26597 -0.36697 0.00
H 7.35089 -2.37183 -2.16290 0.00
H 6.08057 -4.97354 -2.45375 0.00
H 5.45606 -3.59763 -3.36341 0.00
H 4.33741 -4.64917 -2.40388 0.00
H 6.18524 -4.93218 0.11064 0.00
H 4.45530 -4.76652 0.03567 0.00
H 5.41615 -3.61076 0.96647 0.00
H 5.42493 -0.80314 0.21896 0.00
H 4.70002 -1.58978 -3.22131 0.00
H 6.04826 -0.91912 -2.35826 0.00
H 3.14114 0.16023 -2.31744 0.01
H 4.48039 0.78742 -3.24969 0.00
H 6.60955 1.54257 -1.86201 0.00
H 7.16743 3.15740 -0.05616 0.00
H 3.34835 2.54932 1.72904 0.00
H 2.76704 0.86218 -0.11685 0.07
H 3.25618 -3.59352 -0.71703 0.02
H 2.96413 -2.84219 -2.28984 0.03
H 1.18926 -0.86745 -2.35059 0.00
H 0.46146 -1.08050 1.89536 -0.01
C 1.44878 3.94118 -1.73653 0.02
P 0.14198 2.82947 -0.66413 0.01
C 0.76946 3.35779 1.12663 0.00
C -0.95353 4.26097 -1.04650 0.00
H 1.74469 4.79236 -1.11215 0.00
H 0.97429 4.30714 -2.64493 0.00
H 2.30558 3.30358 -1.91818 0.00
H 1.81707 3.71094 1.00299 0.00
H 0.49763 2.74280 2.04060 0.00
H 0.14720 4.22644 1.40010 0.00
H -0.41732 5.21800 -1.00734 0.00
H -1.71107 4.19372 -0.27398 0.00
H -1.41342 4.13319 -2.02541 0.00
C -10.08331 1.59189 1.40137 0.00
C -9.09878 0.50746 1.09262 0.00
C -8.55435 0.35948 -0.19044 0.00
C -7.66708 -0.66671 -0.48600 0.00
C -7.31745 -1.52091 0.55846 0.00
C -7.84781 -1.43771 1.82388 0.00
C -8.74095 -0.40267 2.08334 0.00
S -6.12784 -2.82248 0.24725 0.00
O -6.08677 -2.98767 -1.18216 0.00
O -6.21032 -3.87317 1.23688 0.00
N -4.59541 -2.11391 0.67545 0.00
C -4.18392 -0.94542 0.01513 0.01
C -4.44861 0.40762 0.77469 0.00
C -4.19724 1.62433 -0.08479 0.00
O -5.09792 2.36649 -0.50799 0.00
O -2.87869 1.85883 -0.28490 0.01
H -10.55739 1.95079 0.48999 0.00
H -9.59469 2.44527 1.87987 0.00
H -10.86557 1.21179 2.05573 0.00
H -8.79330 1.09271 -0.96293 0.00
H -7.20242 -0.76424 -1.45847 0.00
H -7.52625 -2.15799 2.57928 0.00
H -9.17776 -0.29030 3.08677 0.00
H -4.27047 -2.33489 1.60157 0.00
H -4.74053 -0.99387 -0.92241 0.00
H -3.06984 -0.94868 -0.20769 -0.03
H -3.82283 0.46774 1.68119 0.00
H -5.50584 0.43518 1.10553 0.00
F -1.15989 0.65703 1.88552 0.01
P -1.13370 0.97928 3.73337 0.01
F -2.62796 0.16189 3.82429 0.00
F -0.23515 -0.49583 3.86723 0.00
F 0.38372 1.78260 3.68611 0.00
F -1.20469 1.18698 5.50016 0.00
F -1.85007 2.48097 3.34612 0.00
```

Results
Multiplicity: 2
Total energy: -108706.593 eV
HOMO energy (spin up / spin down): 0.1 / 0.1 eV
LUMO energy (spin up / spin down): 3.51 / 3.51 eV
Net charge: -2
⟨S²⟩: 0.761


Q: The lowest total energy belongs to which entry?
A: C29H44ClF6N4O5P2PdS